Molecular formula: C3H6ClNS
Method: DFT, the ωB97M-V functional and the def2-TZVPD basis

Each line ends with the Mulliken charge.
Cartesian coordinates (Å):
C -0.34 0.31 -0.34  0.259
C -0.35 -1.32 1.93  -0.753
C 1.14 1.66 -1.76  -0.519
N -1.35 -0.11 -0.87  -0.499
S 0.58 0.06 1.14  -0.040
Cl 1.60 0.51 -2.92  -0.124
H -1.38 -1.31 1.57  0.227
H -0.38 -1.06 3.08  0.257
H 0.17 -2.27 1.77  0.260
H 1.99 1.98 -1.12  0.305
H 0.43 2.27 -2.15  0.347
H -2.11 -0.71 -0.34  0.279

The HOMO-LUMO gap (alpha / beta) is 7.99 / 7.94 eV. The calculation puts the energy relative to the best compared isomer or geometry (same formula, charge and spin) at 97.1 kcal per mole. As for the LUMO energy (alpha / beta): 0.14 / -0.01 eV. As for the total charge: 0.



Molecular formula: C22H18N6O5
Method: DFT, the ωB97M-V functional and the def2-TZVPD basis

Each line ends with the Mulliken charge.
Cartesian coordinates (Å):
N 4.67 2.04 -2.92  -0.566
C 3.90 2.21 -2.05  -0.085
C 2.99 2.41 -0.95  0.235
C 1.98 3.41 -1.03  -0.259
C 1.05 3.48 0.01  0.403
N -0.07 4.29 0.17  0.775
O -0.63 5.12 -0.54  -0.639
O -0.62 3.94 1.43  -0.176
N 0.16 3.01 2.07  -0.567
C 1.15 2.71 1.18  0.601
C 2.32 1.88 1.35  -0.288
N 2.77 1.45 2.65  0.907
O 2.03 1.52 3.65  -0.548
O 3.96 1.04 2.73  -0.599
C 3.15 1.66 0.24  -0.380
H 1.82 4.02 -1.92  0.617
H 3.96 0.94 0.30  0.500
C 9.66 3.62 -0.22  -1.109
N 8.35 3.00 -0.08  0.127
C 8.32 1.55 -0.09  -0.837
C 7.20 3.72 -0.27  0.179
C 7.06 4.57 -1.38  -0.362
C 5.85 5.17 -1.64  -0.553
N 4.81 5.10 -0.74  0.394
C 3.59 5.73 -0.95  -1.113
C 3.33 6.53 -2.09  0.887
C 2.15 7.47 -2.06  0.251
C 1.90 8.21 -3.23  -0.353
C 0.84 9.12 -3.29  -0.554
C 0.01 9.30 -2.18  -0.376
C 0.25 8.56 -1.01  -0.842
C 1.32 7.67 -0.95  -0.031
O 4.01 6.48 -3.14  -0.865
C 4.99 4.37 0.42  -0.581
C 6.11 3.61 0.63  -0.365
H 9.56 4.70 -0.05  0.336
H 10.34 3.20 0.54  0.340
H 10.09 3.45 -1.21  0.356
H 7.28 1.20 -0.04  0.209
H 8.78 1.15 -1.01  0.285
H 8.88 1.16 0.77  0.295
H 7.87 4.71 -2.10  0.413
H 5.66 5.71 -2.55  0.585
H 2.95 5.75 -0.07  0.480
H 2.55 8.06 -4.10  0.403
H 0.68 9.68 -4.21  0.365
H -0.81 10.01 -2.22  0.377
H -0.39 8.68 -0.13  0.370
H 1.51 7.12 -0.03  0.426
H 4.16 4.41 1.12  0.351
H 6.17 2.97 1.51  0.583

The HOMO-LUMO gap is 4.92 eV. The calculation puts the energy relative to the best compared isomer or geometry (same formula, charge and spin) at 26.8 kcal per mole. As for the LUMO energy: -2.42 eV. As for the total charge: 0.